The following is a DFT calculation (wB97M-V/def2-TZVPD) of a 2-piece molecular cluster, C5H13NO2 overall.

Positions of all 21 atoms, in Å:
C  -0.836  1.303  -1.091
C  0.582  0.891  -1.313
N  0.851  0.219  -2.502
C  1.482  0.933  -0.314
O  2.815  0.617  -0.566
H  -1.155  2.025  -1.845
H  -1.464  0.402  -1.120
H  -0.969  1.767  -0.117
H  0.361  0.570  -3.312
H  1.842  0.069  -2.648
H  1.286  1.497  0.588
H  3.290  0.591  0.269
C  -1.438  -1.898  1.258
C  -0.262  -1.048  1.722
O  -0.680  0.117  2.411
H  -1.079  -2.841  0.851
H  -2.103  -2.114  2.089
H  -2.009  -1.378  0.491
H  0.345  -1.603  2.442
H  0.434  -0.712  0.867
H  -1.295  0.591  1.839

## Properties
Multiplicity: 1
E in hartree: -403.50420
Net charge: 0
Relative energy (zero: lowest compared OMol25 entry of this formula, charge and spin) in kJ/mol: 190.1
Molar mass in g/mol: 119.16
SMILES: C/C(N)=C/O.CCO



The following is a DFT calculation (wB97M-V/def2-TZVPD) of a 3-piece molecular cluster, C5H13NO2 overall.

Positions of all 21 atoms, in Å:
C  1.453  -3.428  -0.994
N  0.936  -0.463  -1.129
C  0.361  -1.320  -0.168
C  0.608  -2.681  -0.057
C  -1.324  -1.309  1.613
C  -0.530  -0.667  0.715
H  0.999  -3.729  -1.944
H  1.866  -4.328  -0.540
H  2.321  -2.812  -1.254
H  0.809  -0.759  -2.087
H  1.920  -0.337  -0.968
H  0.238  -3.208  0.813
H  -1.410  -2.357  1.886
H  -2.045  -0.752  2.201
H  -0.632  0.388  0.583
H  -0.350  5.910  0.265
H  -0.796  6.721  1.453
O  -0.308  6.799  0.625
H  -1.914  2.677  0.256
H  -0.792  2.525  -0.844
O  -1.411  3.131  -0.424

## Properties
Multiplicity: 2
E in hartree: -403.17905
Net charge: +1
Relative energy (zero: lowest compared OMol25 entry of this formula, charge and spin) in kJ/mol: 170.0
Molar mass in g/mol: 119.16



The following is a DFT calculation (wB97M-V/def2-TZVPD) of C5H13NO2 as an isolated structure.

Positions of all 21 atoms, in Å:
C  0.006  -0.368  -2.108
C  -0.043  0.328  -0.712
C  -1.007  -0.279  0.259
C  -0.326  -0.841  1.493
C  0.330  -2.084  1.178
O  0.385  -2.576  0.036
N  -0.209  1.762  -0.802
H  -0.977  -0.779  -2.315
H  0.706  -1.223  -2.087
H  0.321  0.289  -2.918
H  0.980  0.192  -0.345
H  -1.651  0.700  0.605
H  -1.775  -0.858  -0.269
H  0.930  -0.905  1.295
H  -0.647  -0.667  2.501
H  0.707  -2.669  2.046
H  -0.691  2.105  -1.627
H  -1.956  1.410  0.870
H  2.346  2.449  1.138
H  0.999  2.125  0.496
O  1.572  1.888  1.266

## Properties
Multiplicity: 2
E in hartree: -402.96560
Net charge: +1
Relative energy (zero: lowest compared OMol25 entry of this formula, charge and spin) in kJ/mol: 730.4
Molar mass in g/mol: 119.16



The following is a DFT calculation (wB97M-V/def2-TZVPD) of C5H13NO3 as an isolated structure.

Positions of all 22 atoms, in Å:
C  -0.246  0.976  0.071
C  1.786  0.263  0.017
C  -0.688  -0.300  -0.336
C  -2.697  0.097  -0.223
C  2.289  0.221  1.435
N  -0.580  -0.757  -1.680
O  -0.484  1.455  1.334
O  2.089  -0.918  -0.717
O  -3.212  -1.109  -0.714
H  -0.577  0.713  1.951
H  2.534  -1.562  -0.150
H  -2.625  -1.375  -1.446
H  -0.282  1.781  -0.657
H  2.222  1.088  -0.548
H  -0.623  -1.104  0.393
H  -0.525  0.015  -2.337
H  0.283  -1.296  -1.772
H  -3.010  0.253  0.808
H  -2.933  0.949  -0.867
H  3.359  -0.033  1.496
H  2.159  1.190  1.921
H  1.759  -0.543  2.021

## Properties
Multiplicity: 1
E in hartree: -478.63175
Net charge: 0
Relative energy (zero: lowest compared OMol25 entry of this formula, charge and spin) in kJ/mol: 482.2
Molar mass in g/mol: 135.16



Q: Look up the E of the first one.
A: -403.50420 hartree